Record 1
A cluster of 2 separate species, C22H39BN6O2P in total, computed with wB97M-V/def2-TZVPD.

Last column: Löwdin charge in e.
Element x y z (Å)
C -4.803 2.563 1.472  -0.0931
C -4.384 1.088 1.340  -0.2233
C -4.050 0.390 2.661  -0.2015
N -2.649 0.457 3.082  0.0402
C -2.090 1.725 3.216  -0.2830
N -2.601 2.513 4.110  0.1991
C -2.083 3.766 4.192  -0.2019
C -2.610 4.678 5.134  -0.0097
C -2.095 5.936 5.250  -0.0740
C -1.030 6.340 4.417  -0.0978
C -0.511 5.477 3.482  -0.3093
P 0.820 5.999 2.381  0.7175
N 0.650 5.799 0.833  -0.3133
C -1.023 4.170 3.368  -0.2221
N -0.465 3.309 2.482  0.1853
C -0.990 2.125 2.383  -0.0457
B -0.268 1.204 1.315  -0.5468
O -0.953 0.810 0.204  0.1759
N 1.127 0.842 1.554  -0.1056
C 2.055 1.869 1.050  -0.0683
C 1.463 -0.506 1.068  -0.0793
H -5.853 2.708 1.238  0.0642
H -4.596 2.947 2.468  0.0525
H -4.230 3.182 0.782  0.0704
H -5.212 0.536 0.893  0.0982
H -3.551 0.983 0.647  0.0909
H -4.336 -0.658 2.616  0.1100
H -4.649 0.827 3.459  0.1109
H -2.056 -0.166 2.554  0.1130
H -3.432 4.345 5.750  0.1132
H -2.512 6.617 5.976  0.1029
H -0.632 7.342 4.505  0.0911
H 1.911 5.286 2.913  -0.0037
H 1.013 7.340 2.760  0.0012
H 0.667 6.682 0.340  -0.0562
H -0.359 0.488 -0.483  0.1002
H 3.043 1.436 0.916  0.0849
H 2.142 2.685 1.764  0.0659
H 1.735 2.317 0.104  0.0915
H 0.560 -1.117 1.039  0.0838
H 2.137 -0.998 1.767  0.0887
H 1.909 -0.512 0.071  0.0731
C 0.113 -2.783 -4.031  -0.0271
C 1.559 -2.613 -3.540  -0.4919
C 2.551 -2.904 -4.669  -0.1328
C 2.660 -4.388 -5.010  -0.1703
C 2.992 -5.204 -3.763  -0.1327
C 2.011 -4.974 -2.611  -0.4904
N 1.852 -3.500 -2.370  -0.0936
O 2.810 -3.038 -1.647  -0.0270
C 0.663 -5.655 -2.909  -0.0325
C 2.552 -5.610 -1.336  -0.0453
C 1.686 -1.159 -3.109  -0.0439
H -0.591 -2.560 -3.228  0.0923
H -0.072 -2.081 -4.845  0.0896
H -0.116 -3.771 -4.414  0.0537
H 3.538 -2.532 -4.375  0.1262
H 2.251 -2.332 -5.550  0.1238
H 1.732 -4.742 -5.468  0.1042
H 3.442 -4.532 -5.758  0.1132
H 3.007 -6.271 -3.997  0.1257
H 4.000 -4.939 -3.427  0.1257
H -0.122 -5.267 -2.258  0.0942
H 0.751 -6.725 -2.723  0.0848
H 0.339 -5.552 -3.941  0.0590
H 3.548 -5.252 -1.091  0.0790
H 2.605 -6.690 -1.479  0.0868
H 1.896 -5.407 -0.489  0.0932
H 1.038 -0.935 -2.260  0.0715
H 1.391 -0.517 -3.939  0.0915
H 2.705 -0.893 -2.835  0.0832

Results
Net charge   0
Largest force on an atom   0.0240 hartree/bohr
Electronic energy   -46446.7638 eV
<S²>   0.75
E_HOMO   -8.3 eV
M   461.38 g mol⁻¹
Kohn-Sham gap   8.232 eV
Multiplicity   2

---

Record 2
A cluster of 6 separate species, C22H39BO11Si in total, computed with wB97M-V/def2-TZVPD.

Last column: Löwdin charge in e.
Element x y z (Å)
C 0.548 -3.198 4.460  -0.1021
C 2.016 -3.693 4.363  -0.2007
B 2.038 -4.757 3.207  -0.6524
O 1.744 -4.360 1.929  0.0685
Si 2.398 -6.727 3.453  0.6885
H 0.341 -2.555 3.608  0.0443
H 0.342 -2.705 5.407  0.0815
H -0.113 -4.063 4.334  0.0623
H 2.329 -4.106 5.324  0.0839
H 2.669 -2.845 4.134  0.0873
H 2.233 -3.565 1.680  0.0664
H 1.997 -7.269 4.777  -0.1014
H 3.840 -6.999 3.234  -0.0919
H 1.654 -7.503 2.427  -0.0946
O 3.431 -1.875 1.800  0.1000
C 2.617 -1.084 1.394  -0.4788
O 2.455 -0.832 0.089  0.0508
C 1.482 0.224 -0.108  -0.1359
C 0.645 0.220 1.166  -0.1282
C 1.666 -0.230 2.211  -0.0573
H 2.017 1.159 -0.257  0.1051
H 0.908 0.007 -1.000  0.1159
H 0.185 1.184 1.374  0.1165
H -0.150 -0.523 1.090  0.1184
H 2.233 0.603 2.630  0.1289
H 1.231 -0.812 3.019  0.1028
O 1.035 2.123 -2.382  0.0977
C 1.335 1.592 -3.415  -0.4713
O 2.368 0.721 -3.481  0.0232
C 2.583 0.306 -4.843  -0.1477
C 1.255 0.559 -5.548  -0.1426
C 0.713 1.767 -4.781  -0.0660
H 3.395 0.908 -5.257  0.1249
H 2.886 -0.738 -4.841  0.1247
H 1.364 0.718 -6.618  0.1150
H 0.590 -0.293 -5.399  0.1205
H 1.068 2.712 -5.198  0.1359
H -0.374 1.778 -4.709  0.0864
O -2.208 -2.217 2.894  0.1131
C -2.854 -2.959 3.569  -0.4982
O -3.368 -2.606 4.771  0.0249
C -4.005 -3.735 5.393  -0.1534
C -4.340 -4.688 4.250  -0.1501
C -3.203 -4.406 3.268  -0.0709
H -3.303 -4.174 6.105  0.1260
H -4.879 -3.382 5.934  0.1230
H -4.413 -5.726 4.568  0.1147
H -5.293 -4.405 3.801  0.1166
H -2.322 -5.018 3.471  0.1235
H -3.490 -4.517 2.227  0.1255
O -2.402 1.899 -4.435  0.1095
C -3.184 2.680 -4.896  -0.4736
O -3.250 2.933 -6.221  0.0293
C -4.198 3.986 -6.482  -0.1501
C -5.129 3.992 -5.275  -0.1503
C -4.191 3.539 -4.156  -0.0687
H -3.648 4.923 -6.587  0.1266
H -4.703 3.768 -7.419  0.1240
H -5.598 4.958 -5.104  0.1154
H -5.919 3.253 -5.414  0.1179
H -3.655 4.373 -3.700  0.1342
H -4.683 2.960 -3.381  0.1265
O 1.787 7.275 0.780  0.1219
C 2.219 6.168 0.653  -0.4871
O 1.990 5.192 1.566  0.0258
C 2.708 3.998 1.212  -0.1520
C 2.963 4.112 -0.287  -0.1546
C 3.092 5.624 -0.465  -0.0716
H 3.633 3.970 1.792  0.1274
H 2.100 3.137 1.481  0.1075
H 3.832 3.545 -0.616  0.1199
H 2.097 3.747 -0.839  0.0956
H 4.112 5.977 -0.304  0.1294
H 2.734 5.978 -1.427  0.1235

Results
Net charge   0
Largest force on an atom   0.0176 hartree/bohr
Electronic energy   -54524.6843 eV
E_HOMO   -8.9 eV
M   518.44 g mol⁻¹
SMILES   CCB(O)[SiH3].O=C1CCCO1.O=C1CCCO1.O=C1CCCO1.O=C1CCCO1.O=C1CCCO1
Kohn-Sham gap   9.486 eV

---

Record 3
The ion C22H39BrClN3O5P with charge +1, computed with wB97M-V/def2-TZVPD.

Last column: Löwdin charge in e.
Element x y z (Å)
C 3.825 2.146 1.291  0.1044
C 2.781 1.350 1.102  -0.0770
C 1.447 0.411 1.044  -0.0952
N 0.822 0.405 -0.331  -0.2803
O 1.834 0.796 -1.183  -0.0187
C -0.432 1.224 -0.478  -0.4490
Br -0.053 3.141 0.057  0.8529
C -1.773 0.626 0.162  -0.3804
C -2.138 1.279 1.633  -0.1510
C -3.142 2.538 1.570  -0.2204
C -2.921 3.391 2.957  -0.2077
C -3.691 2.760 4.232  -0.2640
N -3.096 3.420 5.475  -0.0606
C -2.991 1.045 -0.869  -0.0935
C -2.986 0.041 -2.176  -0.0817
C -3.869 0.593 -3.403  -0.3506
O -3.579 0.235 -4.599  0.0560
O -4.995 1.461 -3.163  0.0231
O -1.903 -0.796 0.320  -0.1772
C -0.788 -1.626 -0.002  -0.7774
Cl -1.460 -3.002 -1.094  0.6685
P -0.276 -2.529 1.639  0.9086
C -0.911 -4.345 1.499  -0.3538
C -1.320 -1.836 3.104  -0.2915
C 0.436 -0.998 -0.823  -0.2318
C 1.713 -1.983 -1.028  -0.1440
C 1.912 -2.445 -2.595  -0.1720
C 2.363 -1.247 -3.573  -0.1884
C 3.961 -0.901 -3.505  -0.2077
N 4.409 -0.380 -2.169  -0.0258
C 5.892 -0.555 -2.102  -0.3860
C 6.530 -1.376 -0.861  -0.0229
O 6.641 -0.077 -3.021  0.0241
H 4.736 2.614 1.834  0.0798
H 1.834 -0.636 1.387  0.1252
H 0.769 0.790 1.889  0.1287
H 1.525 1.518 -1.784  0.1457
H -0.622 1.309 -1.629  0.1384
H -2.687 0.443 2.233  0.1201
H -1.210 1.599 2.227  0.0813
H -4.242 2.242 1.399  0.1212
H -2.885 3.297 0.719  0.0855
H -3.257 4.493 2.788  0.1218
H -1.779 3.448 3.202  0.1062
H -4.797 3.091 4.208  0.1252
H -3.536 1.630 4.376  0.1134
H -2.059 3.266 5.492  0.0641
H -3.171 4.442 5.254  0.0670
H -2.904 2.145 -1.215  0.1317
H -4.037 0.849 -0.389  0.1441
H -1.924 -0.147 -2.581  0.1057
H -3.373 -0.995 -1.801  0.1204
H -5.651 0.885 -2.679  0.1340
H -2.057 -4.395 1.314  0.0484
H -0.309 -4.917 0.679  0.0448
H -0.734 -4.892 2.515  0.0624
H -1.010 -0.771 3.405  0.0334
H -1.293 -2.568 4.010  0.0707
H -2.418 -1.815 2.716  0.0539
H 0.038 -0.806 -1.907  0.1473
H 1.564 -2.997 -0.464  0.1055
H 2.701 -1.555 -0.576  0.1169
H 2.780 -3.228 -2.603  0.1324
H 0.933 -2.952 -2.918  0.0994
H 2.198 -1.640 -4.663  0.1269
H 1.696 -0.294 -3.506  0.0987
H 4.512 -1.917 -3.663  0.1396
H 4.171 -0.186 -4.394  0.1334
H 4.267 0.658 -2.221  0.1212
H 7.226 -0.707 -0.209  0.0993
H 5.652 -1.797 -0.222  0.0756
H 7.147 -2.252 -1.327  0.1018

Results
Net charge   +1
Largest force on an atom   0.1460 hartree/bohr
Electronic energy   -129989.3706 eV
E_HOMO   -11.5 eV
M   571.90 g mol⁻¹
SMILES   C#CC[N@+]1(O)[C@H](Br)[C@@](CCCCN)(CCC(=O)O)O[C@](Cl)(P(C)C)[C@@H]1CCCCNC(C)=O
Kohn-Sham gap   8.218 eV

---

Q: Among the records above, which one has the highest M?
A: C22H39BrClN3O5P

---

Q: The highest net charge belongs to which entry?
A: C22H39BrClN3O5P